Record 1
Below is 13 unconnected molecules or ions with the total composition C26H43Cl36S in a non-equilibrium geometry, with properties calculated with ωB97M-V with the def2-TZVPD basis set.

Computed properties:
Spin multiplicity = 1
Net charge = +1
Total energy = -489293.5163 eV

Each line ends with the Löwdin charge.
Atoms and positions in Å:
C (0.42644, 0.84201, 3.00395)  -0.101
C (1.38987, -0.12257, 2.26990)  -0.281
C (2.26952, 0.61770, 1.24147)  -0.210
C (1.72321, 0.61994, -0.19546)  -0.190
C (0.67370, 1.70429, -0.51544)  -0.204
C (1.11631, 3.15153, -0.24256)  -0.173
C (-0.17979, 4.01030, -0.05179)  -0.198
C (-0.48261, 4.37349, 1.42882)  -0.167
C (-1.72736, 3.71479, 2.05942)  -0.188
C (-3.01312, 3.78688, 1.20508)  -0.192
C (-3.88385, 2.52320, 1.29205)  -0.181
C (-3.17496, 1.23837, 0.83553)  -0.232
C (-3.35214, 0.95426, -0.66208)  -0.224
C (-2.61690, -0.29812, -1.17527)  -0.382
S (-2.72941, -1.77670, -0.10677)  1.055
H (-0.57457, 0.41521, 3.10368)  0.033
H (0.78877, 1.09499, 3.99700)  0.045
H (0.41368, 1.78242, 2.45165)  0.044
H (2.06525, -0.50890, 3.03262)  0.059
H (0.87344, -0.99332, 1.86892)  0.023
H (2.47932, 1.60763, 1.64814)  0.101
H (3.22908, 0.09762, 1.20954)  0.063
H (2.51488, 0.62961, -0.94678)  0.110
H (1.21497, -0.34594, -0.33472)  0.096
H (-0.22973, 1.48379, 0.06051)  0.081
H (0.43725, 1.63890, -1.58387)  0.112
H (1.76686, 3.25188, 0.62402)  0.094
H (1.65105, 3.57907, -1.09319)  0.098
H (-0.04612, 4.96170, -0.58423)  0.051
H (-0.97169, 3.45969, -0.55905)  0.083
H (0.37497, 4.01674, 2.00943)  0.087
H (-0.52083, 5.45104, 1.57728)  0.111
H (-1.93640, 4.26659, 2.97967)  0.111
H (-1.57200, 2.68148, 2.36706)  0.071
H (-2.83757, 4.09399, 0.17374)  0.100
H (-3.62786, 4.58635, 1.62822)  0.112
H (-4.17982, 2.38865, 2.33158)  0.117
H (-4.75690, 2.64122, 0.64752)  0.115
H (-2.11406, 1.18078, 1.09156)  0.084
H (-3.65633, 0.40889, 1.36858)  0.086
H (-4.41670, 0.76362, -0.81588)  0.120
H (-3.01305, 1.78254, -1.28479)  0.129
H (-1.56055, -0.14467, -1.39717)  0.088
H (-3.09714, -0.58832, -2.10125)  0.067
H (-1.61508, -1.78878, 0.69744)  -0.079
H (-3.84604, -1.68043, 0.65904)  0.012
C (1.18614, 4.19251, 6.41255)  -1.547
Cl (1.99858, 4.41782, 7.95971)  0.540
Cl (2.36006, 3.84842, 5.13574)  0.511
Cl (-0.01169, 2.89904, 6.51991)  0.508
H (0.67224, 5.11056, 6.16098)  0.012
C (-1.06283, -3.99794, 2.68417)  -1.491
Cl (0.40277, -4.64591, 1.95465)  0.527
Cl (-1.36576, -4.73439, 4.24773)  0.568
Cl (-0.95763, -2.22802, 2.86250)  0.590
H (-1.89434, -4.22550, 2.02746)  0.010
C (-1.84855, -0.17438, -5.93946)  -1.525
Cl (-3.52808, -0.36503, -5.41328)  0.525
Cl (-1.29577, 1.48056, -5.67693)  0.491
Cl (-0.79588, -1.33469, -5.11678)  0.501
H (-1.80287, -0.38070, -7.00076)  0.020
C (4.49022, -4.15564, 0.27879)  -1.516
Cl (4.03714, -2.46895, 0.53813)  0.556
Cl (3.47256, -5.22098, 1.25085)  0.484
Cl (4.37400, -4.57521, -1.43043)  0.540
H (5.51708, -4.28619, 0.59323)  0.018
C (-0.20719, -7.96383, -0.04389)  -1.526
Cl (0.01964, -9.61880, -0.60840)  0.545
Cl (1.33377, -7.23633, 0.41534)  0.468
Cl (-0.98988, -6.98309, -1.28713)  0.489
H (-0.84653, -7.98754, 0.82888)  0.013
C (3.02297, -1.22811, 6.46977)  -1.534
Cl (3.49033, -2.35460, 7.74408)  0.539
Cl (1.82012, -1.96857, 5.40637)  0.531
Cl (2.43324, 0.28004, 7.17805)  0.516
H (3.90022, -1.00673, 5.87669)  0.014
C (0.53956, 5.63918, -3.48702)  -1.521
Cl (0.34846, 4.28684, -4.61451)  0.510
Cl (1.28926, 7.00174, -4.31313)  0.563
Cl (-0.99259, 6.14089, -2.75712)  0.575
H (1.19658, 5.31664, -2.68916)  -0.004
C (3.07333, -0.43481, -5.69716)  -1.539
Cl (2.06148, 0.96926, -5.35601)  0.487
Cl (3.08154, -1.54456, -4.32100)  0.509
Cl (2.51618, -1.25405, -7.15632)  0.525
H (4.08607, -0.09307, -5.86373)  0.015
C (-0.04812, -7.26249, -5.47587)  -1.575
Cl (-0.91552, -5.76598, -5.09238)  0.500
Cl (-0.01625, -8.33938, -4.08030)  0.507
Cl (-0.77852, -8.06442, -6.86626)  0.532
H (0.97339, -7.00714, -5.72746)  -0.082
C (-1.27080, 9.75973, -2.14429)  -1.573
Cl (-2.99159, 9.70171, -2.54547)  0.518
Cl (-0.46600, 11.05368, -3.03247)  0.530
Cl (-1.04233, 9.96001, -0.40425)  0.518
H (-0.82155, 8.81953, -2.43632)  -0.066
C (-2.42575, -2.87629, 8.11503)  -1.543
Cl (-2.51130, -2.11755, 6.52098)  0.487
Cl (-2.48211, -4.63492, 7.96696)  0.522
Cl (-0.96769, -2.36721, 8.96428)  0.535
H (-3.28449, -2.55602, 8.68938)  0.013
C (2.95920, -6.96795, -8.31693)  -1.522
Cl (2.09536, -5.47734, -7.92576)  0.531
Cl (2.98721, -8.04777, -6.91962)  0.560
Cl (2.22715, -7.76598, -9.70660)  0.542
H (3.97975, -6.71350, -8.56910)  0.014

Record 2
Below is 4 unconnected molecules or ions with the total composition C2H14NO3 in a non-equilibrium geometry, with properties calculated with ωB97M-V with the def2-TZVPD basis set.

Computed properties:
Energy relative to the best compared isomer or geometry (same formula, charge and spin) = 178.6 kJ/mol
Spin multiplicity = 1
Net charge = +1

Each line ends with the Löwdin charge.
Atoms and positions in Å:
C (-2.11205, 1.17930, -0.88750)  -0.040
C (-1.20730, -0.04509, -0.31018)  -0.170
N (-1.14392, 0.19598, 1.14121)  0.134
H (-1.87783, 2.14076, -0.61388)  0.034
H (-3.14855, 0.99465, -0.70830)  0.057
H (-2.20567, 1.19079, -2.09542)  0.144
H (-0.23786, -0.16864, -0.74598)  0.109
H (-1.69821, -0.99424, -0.46120)  0.116
H (-0.86022, -0.58703, 1.73905)  0.170
H (-0.37373, 0.98706, 1.27622)  0.161
H (-2.09316, 0.46594, 1.38163)  0.157
H (2.74453, -0.93455, 0.98170)  0.020
H (3.29132, -0.88914, 2.29357)  0.092
O (2.56459, -0.46089, 1.76823)  -0.052
H (1.22982, 2.46833, 2.11150)  0.110
H (1.47778, 1.14676, 2.76457)  0.011
O (0.74997, 1.68433, 2.50271)  -0.051
H (1.85349, -2.56614, -4.79903)  0.036
H (1.10938, -2.77134, -3.38947)  0.075
O (1.93763, -3.03686, -3.94943)  -0.112

Record 3
Below is a single C20H24N4O7S molecule in a non-equilibrium geometry, with properties calculated with ωB97M-V with the def2-TZVPD basis set.

Computed properties:
Energy relative to the best compared isomer or geometry (same formula, charge and spin) = 241.7 kJ/mol
SMILES = CC1CCN(c2ccc(C(=O)OCC(=O)NCCN3C(=O)CSC3=O)cc2[N+](=O)[O-])CC1
Spin multiplicity = 1
Net charge = 0

Each line ends with the Löwdin charge.
Atoms and positions in Å:
C (1.46785, 6.71023, 6.36295)  -0.072
C (2.07585, 5.42245, 5.81720)  -0.395
C (1.16389, 4.22274, 6.07386)  -0.146
C (1.79802, 2.97109, 5.47248)  -0.141
N (2.03021, 3.12044, 4.05351)  -0.077
C (1.45116, 2.32839, 3.12583)  -0.137
C (0.15620, 1.79465, 3.32216)  0.012
C (-0.50890, 1.13829, 2.32349)  0.009
C (0.07205, 0.96055, 1.05778)  -0.117
C (-0.70493, 0.28751, 0.00679)  -0.432
O (-1.82908, -0.14401, 0.17143)  0.090
O (-0.04382, 0.20566, -1.15123)  0.030
C (-0.71951, -0.30956, -2.29182)  -0.044
C (-0.74169, -1.84191, -2.37783)  -0.467
O (-0.23906, -2.43753, -3.30928)  0.074
N (-1.38569, -2.42978, -1.35674)  0.090
C (-1.65008, -3.84897, -1.32549)  -0.122
C (-2.92270, -4.20619, -2.10660)  -0.088
N (-2.70449, -4.03957, -3.53226)  -0.016
C (-2.89978, -2.83334, -4.14938)  -0.507
O (-3.39335, -1.87123, -3.61697)  0.102
C (-2.41974, -2.87476, -5.57784)  -0.342
S (-1.89194, -4.56874, -5.92313)  1.024
C (-2.15504, -5.08084, -4.25514)  -0.745
O (-1.92939, -6.17256, -3.82201)  0.057
C (1.37003, 1.40041, 0.85746)  0.081
C (2.06474, 2.03421, 1.87874)  -0.077
N (3.47033, 2.21046, 1.66604)  -0.367
O (3.86064, 2.35163, 0.52428)  0.085
O (4.20387, 2.14567, 2.63699)  0.075
C (2.89884, 4.22860, 3.73151)  -0.148
C (2.32082, 5.52419, 4.31284)  -0.138
H (2.13232, 7.55179, 6.18369)  0.077
H (1.29933, 6.62784, 7.43396)  0.077
H (0.51499, 6.91708, 5.88052)  0.081
H (3.03401, 5.24559, 6.31849)  0.144
H (0.18868, 4.39980, 5.61510)  0.123
H (1.01614, 4.07753, 7.14472)  0.120
H (2.77591, 2.80793, 5.94447)  0.137
H (1.18927, 2.08747, 5.65869)  0.118
H (-0.34294, 1.95638, 4.26385)  0.110
H (-1.51066, 0.76845, 2.48074)  0.124
H (-1.75882, 0.04171, -2.30691)  0.139
H (-0.17414, 0.07883, -3.15355)  0.142
H (-1.88872, -1.83212, -0.70723)  0.116
H (-1.75922, -4.16303, -0.28648)  0.127
H (-0.79864, -4.36752, -1.77539)  0.132
H (-3.18865, -5.25012, -1.92969)  0.129
H (-3.74395, -3.54437, -1.82104)  0.133
H (-1.56332, -2.20579, -5.68069)  0.090
H (-3.20306, -2.56654, -6.26917)  0.093
H (1.87539, 1.21879, -0.07885)  0.134
H (3.90588, 4.04319, 4.12308)  0.130
H (2.96739, 4.34892, 2.64994)  0.126
H (1.37451, 5.74308, 3.81186)  0.127
H (3.01257, 6.33925, 4.09691)  0.121

Record 4
Below is a molecular structure, C22H15IN4O6RuS4Te, with properties calculated with ωB97M-V with the def2-TZVPD basis set.

Computed properties:
Energy relative to the best compared isomer or geometry (same formula, charge and spin) = 11.4 kJ/mol
Spin multiplicity = 5
Net charge = -2

Each line ends with the Löwdin charge.
Atoms and positions in Å:
Ru (-0.51334, -0.14713, 0.36537)  0.876
S (-3.73536, 0.73319, 3.43599)  0.455
C (-2.60551, 0.36163, 2.30701)  -1.800
S (-0.86852, 0.45375, 2.53393)  0.451
S (-2.85292, -0.10424, 0.65771)  0.495
Te (-0.89937, 3.67866, 1.54397)  1.275
C (-0.01625, 5.50104, 0.90668)  -0.556
C (1.13756, 5.49812, 0.12380)  -0.138
C (1.70023, 6.69758, -0.29272)  -0.095
C (1.11187, 7.90889, 0.04714)  -0.117
C (-0.04325, 7.91578, 0.81603)  -0.115
C (-0.59821, 6.71890, 1.25122)  -0.167
H (1.59088, 4.55763, -0.17120)  0.044
H (2.59960, 6.67963, -0.89663)  0.099
H (1.55223, 8.84181, -0.28336)  0.090
H (-0.50882, 8.85533, 1.09003)  0.092
H (-1.48569, 6.73332, 1.87294)  0.083
C (1.69094, 3.34216, 3.25314)  -0.119
C (1.02529, 2.82201, 2.01573)  -0.714
N (1.53145, 1.91340, 1.31281)  -0.118
H (1.81536, 4.42516, 3.18406)  0.064
H (2.66379, 2.86710, 3.37966)  0.076
H (1.06343, 3.13765, 4.12213)  0.068
I (1.65652, -1.80408, -2.23312)  1.005
C (0.02355, -0.63862, -2.81530)  -0.765
C (-0.22612, -0.51630, -4.17436)  -0.135
C (-1.25656, 0.30397, -4.58792)  -0.069
C (-2.00127, 0.97381, -3.63320)  -0.055
C (-1.69792, 0.77568, -2.30127)  -0.161
N (-0.70710, -0.02507, -1.88903)  -0.113
H (0.38740, -1.05596, -4.87981)  0.086
H (-1.47115, 0.41974, -5.64302)  0.104
H (-2.81214, 1.63493, -3.90430)  0.103
H (-2.26042, 1.27077, -1.52159)  0.057
S (1.63853, 1.92274, -1.24503)  0.531
C (1.04523, 1.32977, 0.18244)  -0.918
O (-1.39778, -2.70940, -0.96845)  -0.035
C (-0.63990, -3.02592, -0.05937)  -0.681
O (-0.08055, -2.16790, 0.74652)  -0.254
C (-0.25484, -4.46453, 0.16870)  -0.138
C (-0.65006, -5.41330, -0.75924)  0.064
C (-0.27505, -6.76414, -0.59674)  -0.172
C (0.49004, -7.13222, 0.52407)  0.062
C (0.85780, -6.15189, 1.42247)  -0.155
C (0.51360, -4.81465, 1.27909)  0.026
N (1.66302, -6.54699, 2.58756)  -0.357
O (1.95128, -7.72575, 2.72705)  0.039
O (2.01668, -5.67613, 3.36627)  0.045
N (-0.64203, -7.72314, -1.52116)  -0.429
O (-0.26673, -8.93375, -1.34228)  -0.132
O (-1.32123, -7.37213, -2.54312)  -0.118
H (-1.24236, -5.12699, -1.61334)  0.114
H (0.77677, -8.16140, 0.65826)  0.108
H (0.82737, -4.07248, 1.99377)  0.113